i.
178
Properties=species:S:1:pos:R:3:mulliken_charge:R:1 method="wB97M-V/def2-TZVPD" orbital_gap_ev=9.2 homo_ev=-8.66 lumo_energy_ev=0.51 total_charge=0
O -18.060 -22.775 10.276 -0.29
O -13.004 -27.783 13.431 -0.24
O 3.255 -18.206 21.176 -0.29
O 0.822 -30.292 22.727 -0.35
O -4.022 -29.495 27.137 -0.31
O -1.993 -11.218 23.800 -0.33
O -12.162 -16.969 27.879 -0.37
O -5.663 -13.083 20.935 -0.33
O -22.097 -31.256 20.201 -0.29
O 3.791 -20.823 25.514 -0.30
O -6.949 -21.841 22.865 -0.31
O -16.460 -30.155 23.378 -0.32
O -18.293 -22.437 15.373 -0.29
O -17.134 -32.332 11.658 -0.34
N -17.044 -24.417 13.428 -0.22
N -12.008 -13.322 27.465 -0.73
N -19.449 -31.637 21.693 -0.45
N -14.344 -30.270 12.804 -0.35
N -2.237 -29.863 24.691 -0.39
N -9.720 -22.025 23.968 -0.77
N -5.033 -11.208 23.613 -0.43
N 3.147 -20.619 22.681 -0.22
C -15.207 -30.945 11.804 -0.66
C -16.193 -31.768 12.542 -0.41
C -5.290 -29.386 27.788 -0.67
C -12.325 -28.953 13.110 -0.67
C -17.177 -23.511 11.117 -0.51
C -18.161 -33.069 12.425 -0.72
C -15.294 -29.346 23.160 -0.65
C -23.205 -31.645 19.416 -0.80
C 2.932 -19.433 20.533 -0.66
C -5.652 -11.651 21.217 -0.44
C 3.619 -20.744 26.883 -0.69
C -2.900 -12.090 24.588 -0.72
C -6.118 -11.461 22.703 -0.80
C -17.708 -23.396 12.530 -0.40
C -2.630 -28.629 25.307 -0.50
C -0.211 -30.798 23.560 -0.60
C -10.485 -20.896 22.070 -1.54
C -4.033 -28.770 25.885 -0.68
C -4.912 -13.505 19.800 -0.77
C -13.245 -29.609 12.066 -0.55
C -0.819 -29.650 24.344 -0.49
C -18.614 -31.029 22.712 -0.59
C 2.866 -21.821 24.894 -0.62
C -9.373 -21.746 22.564 0.49
C 3.368 -21.872 23.397 -0.77
C -12.489 -14.700 27.326 0.53
C -5.674 -21.222 22.694 -0.76
C 3.652 -20.566 21.332 -0.70
C -20.840 -31.316 19.536 -0.63
C -17.185 -23.241 15.685 -0.38
C -4.121 -12.386 23.747 -0.19
C 2.280 -17.261 20.820 -0.77
C 1.046 -31.098 21.570 -0.75
C -17.948 -22.925 8.842 -0.70
C -12.990 -14.825 25.824 -1.32
C -18.416 -21.173 16.088 -0.78
C -17.316 -24.485 14.830 -0.97
C -17.148 -30.705 22.250 -0.43
C -0.807 -10.867 24.595 -0.71
C -12.257 -27.037 14.434 -0.81
C -11.456 -15.750 27.763 -0.66
C -13.356 -17.037 28.713 -0.79
C -19.724 -30.788 20.504 -0.63
C -8.050 -20.943 22.492 -0.68
H -18.450 -31.654 23.590 0.36
H -20.683 -32.372 19.316 0.33
H -20.025 -29.846 20.961 0.41
H -23.171 -32.655 19.009 0.31
H -8.846 -22.410 24.298 0.30
H 3.843 -21.740 27.264 0.28
H -6.024 -29.812 27.104 0.29
H -16.134 -23.215 11.000 0.30
H -5.465 -20.485 23.469 0.31
H -15.033 -28.900 24.120 0.22
H -18.888 -33.553 11.772 0.28
H 3.096 -22.799 25.318 0.40
H -9.272 -22.710 22.067 0.31
H -12.087 -27.639 15.327 0.33
H -9.798 -21.204 24.552 0.26
H -4.443 -10.470 23.256 0.25
H -2.006 -28.216 26.100 0.32
H -6.482 -11.239 20.643 0.42
H -18.722 -32.301 12.958 0.30
H -5.131 -13.009 18.855 0.32
H -6.681 -12.316 23.078 0.37
H -12.877 -26.230 14.826 0.21
H -16.700 -31.136 13.271 0.29
H -20.400 -31.623 22.034 0.29
H -18.418 -21.369 17.160 0.31
H -4.357 -27.733 25.973 0.38
H -15.538 -28.627 22.378 0.30
H -7.900 -20.625 21.460 0.39
H -12.102 -29.513 14.017 0.36
H -0.293 -29.509 25.288 0.30
H -17.302 -24.573 10.909 0.37
H -1.068 -10.749 25.646 0.28
H -0.763 -28.802 23.661 0.31
H -23.420 -31.030 18.542 0.31
H -13.339 -14.691 28.008 0.16
H 2.518 -16.402 21.447 0.25
H -19.354 -20.656 15.885 0.25
H 2.593 -20.499 27.159 0.28
H -2.782 -27.891 24.519 0.37
H 2.249 -17.043 19.752 0.29
H -14.693 -31.534 11.045 0.33
H 3.436 -21.500 20.812 0.47
H -4.706 -29.308 25.218 0.38
H -14.497 -29.997 22.799 0.28
H 0.980 -32.173 21.739 0.31
H -0.893 -31.333 22.899 0.42
H -16.631 -25.253 15.188 0.42
H -13.321 -16.412 29.606 0.35
H -18.317 -24.901 14.940 0.33
H 4.338 -20.010 27.245 0.22
H 2.045 -30.882 21.191 0.24
H -18.064 -23.986 8.624 0.31
H 3.201 -19.528 19.481 0.42
H -2.236 -30.592 25.389 0.25
H -16.043 -24.332 13.330 0.24
H 0.148 -31.649 24.139 0.34
H -20.934 -30.758 18.605 0.40
H -2.359 -12.973 24.928 0.43
H -24.122 -31.605 20.004 0.27
H -17.741 -33.723 13.189 0.29
H 3.613 -19.966 23.294 0.22
H -14.957 -29.634 13.293 0.27
H -10.623 -19.939 22.573 0.33
H -6.718 -10.555 22.792 0.37
H -11.370 -28.504 12.837 0.43
H -8.119 -20.010 23.052 0.33
H 4.361 -22.311 23.485 0.34
H -3.858 -13.265 19.941 0.31
H -0.224 -10.029 24.214 0.24
H -12.219 -14.682 25.067 0.32
H -11.464 -21.367 22.159 0.39
H -18.774 -23.617 12.581 0.24
H -4.599 -13.198 24.295 0.33
H -17.538 -22.357 12.811 0.20
H -14.293 -16.847 28.190 0.29
H -12.589 -12.653 26.981 0.25
H 1.894 -19.747 20.642 0.33
H -13.899 -14.239 25.693 0.41
H 1.281 -17.574 21.123 0.34
H 0.272 -30.767 20.879 0.32
H -5.543 -20.627 21.790 0.30
H -18.831 -30.644 19.897 0.36
H -17.600 -20.511 15.796 0.31
H -3.778 -12.775 22.789 0.17
H -11.295 -26.676 14.071 0.33
H -3.327 -11.517 25.411 0.35
H -5.570 -28.340 27.916 0.29
H -15.851 -30.208 11.323 0.28
H -5.204 -29.923 28.732 0.23
H -16.309 -22.728 15.290 0.27
H -13.447 -15.813 25.768 0.33
H 1.828 -21.492 24.847 0.37
H -0.252 -11.766 24.327 0.28
H 4.737 -20.466 21.313 0.39
H -13.451 -18.042 29.124 0.26
H -18.780 -22.390 8.385 0.23
H -12.585 -30.190 11.420 0.42
H -16.962 -23.533 16.712 0.51
H -10.579 -15.718 27.117 0.36
H -17.179 -29.913 21.502 0.26
H -17.005 -22.564 8.431 0.27
H -15.669 -32.580 13.047 0.33
H -10.991 -15.569 28.732 0.35
H -19.027 -30.111 23.129 0.33
H 2.581 -22.489 22.961 0.42
H -13.652 -28.765 11.510 0.30
H -4.885 -21.975 22.702 0.26
H -4.985 -14.558 19.528 0.27
H -11.123 -13.132 27.017 0.24
H -16.738 -31.540 21.681 0.36
H -4.755 -11.091 20.955 0.34
H -10.352 -20.621 21.024 0.39



ii.
178
Properties=species:S:1:pos:R:3:mulliken_charge:R:1 method="wB97M-V/def2-TZVPD" orbital_gap_ev=9.1 homo_ev=-8.42 lumo_energy_ev=0.65 total_charge=0
O 2.588 2.411 0.160 0.30
O -6.093 2.207 -1.522 0.01
O -0.332 -2.112 3.025 0.33
O 2.348 -5.293 2.073 -0.51
O 1.014 3.339 -5.046 -0.42
O 4.416 -3.745 6.352 -0.29
O 3.519 2.995 4.225 -0.48
O -3.418 -1.778 -4.131 -0.37
O -1.534 1.910 -1.632 0.17
O -4.861 0.473 2.320 -0.01
O -4.430 4.700 2.720 -0.36
O -0.697 6.754 0.028 -0.38
O 4.697 -3.326 -2.140 -0.20
O 0.443 -5.761 -2.636 -0.29
N -6.296 -0.148 0.126 -0.14
N -0.738 -3.100 -2.128 0.22
N 0.297 -0.860 0.028 1.28
N 4.264 -3.651 3.428 0.26
N -3.225 4.172 0.080 0.13
N 1.438 -0.062 4.040 -0.28
N 3.282 0.521 -4.427 -0.53
N 3.251 -0.138 -1.113 1.61
C -0.728 0.129 -0.092 1.02
C 2.659 0.687 4.181 -0.53
C -7.259 0.258 -0.822 -0.89
C 1.318 -5.671 1.189 -0.55
C -6.159 3.571 -1.974 -0.85
C 2.958 1.854 -4.849 0.82
C 0.137 7.284 -0.982 -0.63
C 3.696 2.241 -0.748 -0.67
C 1.854 3.587 -0.089 -1.29
C 5.175 -2.880 5.565 -0.34
C 3.430 2.294 -6.269 -1.52
C 5.285 -3.800 -3.327 -0.85
C -1.423 -3.008 2.907 -1.16
C -2.587 1.408 -2.443 -0.91
C 4.278 0.828 -0.677 -0.66
C -5.321 5.628 3.370 -0.87
C 4.368 -1.982 -2.225 -0.67
C 1.044 -4.621 -3.140 -0.89
C 0.431 -2.259 4.196 -1.39
C 4.490 -4.439 2.192 -1.43
C -4.973 3.962 1.692 -0.96
C 4.403 3.142 3.080 -0.33
C -0.646 1.087 1.115 0.25
C 0.692 -3.403 -2.275 -0.11
C -4.745 -1.406 -3.993 -0.50
C -5.691 -0.624 2.457 -0.66
C -2.763 -2.243 -2.982 0.01
C -3.899 3.260 0.948 0.97
C -1.433 -2.748 -3.357 -0.67
C -6.856 -0.389 1.489 -0.74
C -2.357 5.166 0.718 -0.57
C 0.697 -6.831 -3.532 -0.82
C 1.430 2.016 -4.812 0.17
C 3.251 -4.402 1.416 0.77
C 5.478 -3.427 4.170 -0.86
C 5.120 -4.811 6.986 -0.71
C -1.567 5.727 -0.438 -0.04
C -3.661 0.323 3.136 -0.58
C 2.421 2.159 3.935 0.03
C -7.378 1.802 -1.038 -0.47
C -0.395 3.417 -4.946 -0.35
C -0.486 0.910 -1.371 0.33
C 1.722 -1.512 4.118 -0.10
C 3.720 -1.498 -0.941 0.69
H 0.706 -4.374 -4.163 0.39
H -1.740 4.800 1.558 0.25
H 5.152 0.874 -1.339 0.33
H -7.430 2.352 -0.071 0.29
H -0.706 3.342 -3.912 -0.07
H 4.844 -5.477 2.253 0.34
H -3.966 0.196 4.178 0.39
H 3.000 0.509 5.195 0.45
H 0.776 7.988 -0.475 0.28
H -1.980 -2.867 1.985 0.24
H 2.831 -3.384 1.375 -0.59
H 0.564 -6.265 1.687 0.46
H 2.493 4.459 -0.091 0.73
H -1.761 -0.260 -0.095 -0.07
H -0.007 -6.748 -4.413 0.28
H -7.373 0.468 1.928 0.32
H -0.409 7.783 -1.825 0.27
H 6.329 -3.389 -3.431 0.28
H -5.111 3.879 -2.007 0.12
H -5.224 -1.556 2.114 0.33
H -2.081 -2.737 3.715 0.44
H 2.140 -4.715 -3.119 0.56
H -6.610 3.673 -3.000 0.29
H 1.082 -3.538 -1.291 -0.37
H -0.961 4.965 -0.957 -0.04
H 0.761 -4.782 0.826 0.00
H 0.431 -7.757 -3.029 0.27
H -5.698 3.217 2.049 0.54
H -2.201 0.857 -3.306 0.57
H -2.685 3.585 -0.535 -0.18
H 0.442 1.488 -1.306 -1.06
H -0.664 4.431 -5.311 0.30
H 5.318 -4.880 -3.230 0.26
H -7.039 -0.187 -1.812 0.17
H 6.012 -2.618 3.641 0.37
H -4.238 2.394 0.319 -0.56
H -6.633 4.190 -1.198 0.39
H 6.168 -4.312 4.238 0.29
H -5.096 -1.070 -4.967 0.32
H 6.165 -2.624 6.028 0.41
H -3.047 5.911 1.123 0.35
H 1.104 1.789 -3.793 -0.58
H -5.568 0.559 0.256 0.13
H 3.766 3.444 2.242 -0.05
H -1.237 -3.869 -1.654 0.32
H 4.365 -5.499 7.364 0.24
H 5.206 3.825 3.383 0.35
H 0.962 1.276 -5.473 0.37
H 1.038 3.670 0.638 0.34
H -1.364 1.918 0.978 -0.97
H -0.385 0.265 -2.278 0.27
H 3.613 -4.158 4.032 0.21
H 0.347 -1.345 0.914 -0.56
H 2.964 -2.246 -0.690 -1.21
H 4.490 2.947 -0.446 0.39
H 2.349 -0.033 -0.648 -0.81
H 4.651 0.615 0.359 0.35
H 5.825 -4.503 7.770 0.28
H 3.483 -4.793 0.397 0.56
H -5.499 4.627 0.987 0.38
H 3.774 -1.815 -3.140 0.27
H 5.182 -3.873 1.552 0.49
H 0.352 1.512 1.179 -0.32
H 2.366 -1.888 3.305 0.21
H -3.092 1.246 3.028 0.20
H 1.392 3.472 -1.094 0.04
H 2.212 -1.681 5.075 0.41
H 4.580 -2.014 5.343 0.02
H 5.717 -5.331 6.213 0.29
H -1.534 -3.596 -4.034 0.36
H -4.700 6.046 4.155 0.28
H 1.173 -2.538 -2.779 0.15
H -8.279 -0.096 -0.524 0.44
H 0.669 -3.313 4.313 0.43
H -3.203 2.789 1.675 -0.19
H -6.147 5.079 3.845 0.32
H 4.804 2.183 2.758 0.19
H 4.509 2.551 -6.235 0.41
H -3.093 -0.541 2.770 0.05
H -5.711 6.415 2.713 0.31
H -0.893 2.672 -5.552 0.32
H -6.078 -0.745 3.463 0.42
H 3.353 2.668 -4.152 -0.14
H 3.554 0.451 3.561 0.10
H 2.109 2.387 2.901 -0.24
H 2.904 3.224 -6.470 0.34
H 4.497 -1.474 -0.138 0.23
H -2.586 -1.477 -2.208 -0.05
H -1.171 -4.086 2.967 0.27
H -3.318 -3.084 -2.501 0.35
H 1.580 2.407 4.568 0.44
H 0.942 0.194 3.192 0.23
H 0.287 -1.475 -0.771 -0.30
H 4.291 0.390 -4.587 0.31
H 3.355 2.521 -1.727 0.03
H -0.860 -1.945 -3.874 0.19
H -2.357 6.064 -1.126 0.38
H 0.751 6.516 -1.470 0.19
H 3.122 0.336 -3.457 -0.01
H -3.271 0.785 -1.844 -0.27
H 5.287 -1.392 -2.315 0.46
H -7.527 -1.236 1.504 0.50
H -0.079 -1.874 5.091 0.36
H 3.197 1.531 -6.992 0.39
H -8.190 2.059 -1.764 0.41
H -4.772 -0.543 -3.305 0.02
H 4.671 -3.497 -4.190 0.33
H -5.399 -2.216 -3.598 0.31
H 1.665 -6.264 0.305 0.29
H 1.734 -6.930 -3.904 0.31
H -3.155 2.253 -2.793 0.39
H -0.941 0.572 2.035 0.18



On energetic grounds, ii is preferred over the next structure by 0.2205 hartree.